# 1
Molecular formula: C36H90ClN6O16
Method: DFT, ωB97M-V/def2-TZVPD

Properties
* total charge: -1
* E_tot: -3417.68424 Eh
* highest occupied orbital energy: -0.217 Eh
* LUMO energy: 2.278 eV

Positions of all 149 atoms, in Å:
Cl 1.510 0.356 -1.154
O 1.010 0.581 0.173
O 2.920 0.063 -1.057
O 0.754 -0.702 -1.775
O 1.284 1.555 -1.926
C 4.656 -7.183 -6.543
O 4.702 -6.157 -5.598
C 3.689 -5.183 -5.673
C 4.040 -4.009 -4.810
N 3.569 -4.167 -3.434
C 3.542 -2.973 -2.623
C 4.907 -2.638 -2.032
O 5.446 -3.771 -1.374
C 6.768 -3.614 -0.959
H 5.564 -7.773 -6.469
H 4.529 -6.751 -7.545
H 3.795 -7.853 -6.423
H 2.688 -5.578 -5.456
H 3.565 -4.877 -6.728
H 3.596 -3.109 -5.249
H 5.117 -3.798 -4.844
H 4.216 -4.831 -3.020
H 2.873 -3.014 -1.759
H 3.209 -2.113 -3.208
H 4.832 -1.797 -1.330
H 5.621 -2.306 -2.803
H 6.876 -2.933 -0.105
H 7.407 -3.182 -1.741
H 7.131 -4.602 -0.680
C 3.586 2.219 1.755
O 2.493 2.762 2.487
C 2.810 4.071 2.885
C 3.697 4.184 4.123
N 3.060 3.589 5.298
C 3.643 3.955 6.583
C 4.969 3.272 6.810
O 5.637 3.869 7.915
C 6.560 2.998 8.536
H 3.785 2.824 0.863
H 3.295 1.213 1.467
H 4.501 2.170 2.359
H 1.889 4.636 3.058
H 3.329 4.619 2.086
H 3.891 5.246 4.347
H 4.654 3.686 3.962
H 2.091 3.885 5.336
H 2.942 3.667 7.368
H 3.828 5.040 6.639
H 5.596 3.429 5.920
H 4.896 2.186 6.917
H 6.167 1.984 8.693
H 6.720 3.378 9.545
H 7.447 2.920 7.902
C -7.648 -0.182 -8.022
O -7.560 -0.091 -6.618
C -6.252 -0.207 -6.113
C -5.383 -1.331 -6.660
N -4.106 -1.357 -5.934
C -3.089 -0.458 -6.417
C -1.744 -0.731 -5.773
O -0.895 0.369 -5.986
C 0.401 0.156 -5.459
H -8.635 0.154 -8.324
H -7.492 -1.228 -8.313
H -6.863 0.404 -8.515
H -6.174 -0.222 -5.023
H -5.763 0.764 -6.301
H -5.144 -1.241 -7.729
H -5.827 -2.305 -6.444
H -3.824 -2.325 -5.895
H -3.339 0.577 -6.175
H -2.940 -0.508 -7.509
H -1.345 -1.717 -6.047
H -1.885 -0.786 -4.682
H 0.955 -0.620 -5.997
H 0.362 -0.119 -4.399
H 0.918 1.108 -5.550
C 2.929 -1.532 1.829
O 2.666 -0.666 2.924
C 3.734 -0.770 3.820
C 3.455 0.047 5.087
N 2.071 -0.091 5.516
C 1.722 0.752 6.663
C 0.330 0.400 7.172
O -0.602 0.773 6.198
C -1.902 0.330 6.493
H 3.874 -1.195 1.393
H 2.144 -1.585 1.082
H 3.041 -2.577 2.156
H 4.629 -0.348 3.331
H 4.058 -1.790 4.076
H 3.596 1.107 4.879
H 4.124 -0.336 5.875
H 1.870 -1.063 5.737
H 1.736 1.748 6.219
H 2.506 0.593 7.423
H 0.158 0.952 8.105
H 0.322 -0.696 7.273
H -1.948 -0.759 6.375
H -2.597 0.796 5.800
H -2.193 0.592 7.518
C -1.882 2.043 -2.780
O -3.133 1.487 -2.396
C -3.310 0.153 -2.872
C -4.763 -0.222 -2.630
N -5.056 -0.417 -1.223
C -6.481 -0.645 -0.966
C -6.716 -0.697 0.548
O -6.311 0.415 1.289
C -6.708 1.687 0.860
H -1.070 1.467 -2.318
H -1.866 3.004 -2.263
H -1.761 2.172 -3.857
H -2.596 -0.465 -2.316
H -3.121 0.144 -3.953
H -4.966 -1.143 -3.183
H -5.356 0.596 -3.069
H -4.684 0.309 -0.626
H -6.742 -1.638 -1.338
H -7.112 0.109 -1.457
H -6.255 -1.614 0.912
H -7.810 -0.837 0.635
H -6.396 1.948 -0.155
H -6.298 2.400 1.573
H -7.800 1.816 0.897
C -1.286 -2.023 0.821
O -1.614 -1.005 1.740
C -3.017 -0.928 1.838
C -3.490 0.089 2.852
N -2.764 1.373 2.773
C -2.837 1.971 1.432
C -2.038 3.261 1.335
O -0.679 2.904 1.208
C 0.056 3.923 0.557
H -1.677 -3.013 1.086
H -0.203 -2.129 0.856
H -1.589 -1.723 -0.185
H -3.418 -1.933 2.035
H -3.442 -0.679 0.856
H -3.369 -0.363 3.843
H -4.569 0.270 2.786
H -3.336 1.982 3.355
H -3.886 2.201 1.183
H -2.452 1.263 0.700
H -2.188 3.806 2.276
H -2.403 3.819 0.472
H -0.525 4.280 -0.306
H 1.012 3.529 0.230
H 0.149 4.828 1.178

# 2
Molecular formula: C39H22F5N2O3PSZn
Method: DFT, ωB97M-V/def2-TZVPD

Properties
* total charge: -2
* E_tot: -4853.00326 Eh
* highest occupied orbital energy: -0.084 Eh
* LUMO energy: 4.319 eV

Positions of all 74 atoms, in Å:
Zn 1.033 0.147 0.646
C -3.981 3.541 3.717
C -4.621 3.076 2.577
C -4.005 2.133 1.762
C -2.741 1.640 2.077
C -2.109 2.114 3.229
C -2.720 3.053 4.043
P -1.758 0.499 1.022
C -2.883 0.256 -0.401
C -3.583 -0.913 -0.669
C -4.363 -1.021 -1.818
C -4.453 0.037 -2.704
C -3.747 1.209 -2.449
C -2.962 1.312 -1.314
C -1.919 -1.065 1.963
C -3.096 -1.376 2.598
C -3.267 -2.614 3.247
C -2.253 -3.529 3.229
C -1.019 -3.240 2.600
C 0.023 -4.199 2.585
C 1.211 -3.899 1.986
C 1.417 -2.627 1.407
C 0.452 -1.645 1.387
C -0.812 -1.976 1.974
H -4.458 4.283 4.347
H -5.604 3.450 2.314
H -4.511 1.787 0.869
H -1.117 1.759 3.486
H -2.193 3.411 4.919
H -3.499 -1.756 0.004
H -4.878 -1.952 -2.027
H -5.039 -0.059 -3.610
H -3.777 2.030 -3.155
H -2.384 2.213 -1.142
H -3.915 -0.666 2.587
H -4.206 -2.840 3.739
H -2.376 -4.498 3.703
H -0.147 -5.164 3.053
H 2.009 -4.635 1.964
H 2.384 -2.421 0.958
O 3.841 0.412 -2.262
C 2.955 0.534 -1.416
O 2.786 -0.136 -0.355
C 1.946 1.668 -1.634
C 1.861 2.314 -2.891
C 0.914 3.269 -3.071
C 0.102 3.665 -1.979
C -0.888 4.671 -2.069
C -1.604 5.043 -0.964
C -1.344 4.442 0.287
C -0.403 3.457 0.399
C 0.312 3.023 -0.742
N 1.196 1.993 -0.618
H 2.524 1.978 -3.674
H 0.765 3.738 -4.038
H -1.065 5.142 -3.030
H -2.367 5.809 -1.044
H -1.900 4.751 1.164
H -0.174 2.993 1.348
S 1.432 2.826 4.794
C 1.427 1.950 3.400
N 1.393 1.350 2.401
F -2.893 -3.171 -5.401
C -2.210 -2.454 -4.472
C -1.843 -1.143 -4.713
F -2.196 -0.565 -5.885
C -1.140 -0.420 -3.774
F -0.840 0.865 -4.070
C -0.748 -0.935 -2.505
O -0.147 -0.244 -1.634
C -1.146 -2.292 -2.321
F -0.869 -2.892 -1.148
C -1.845 -3.016 -3.261
F -2.207 -4.292 -2.999

# 3
Molecular formula: C26H23MoN4O5S3
Method: DFT, ωB97M-V/def2-TZVPD

Properties
* total charge: 0
* 2S+1: 4
* E_tot: -2862.51204 Eh
* highest occupied orbital energy (spin up / spin down): -0.289 / -0.289 Eh
* ⟨S²⟩: 3.7685
* LUMO energy (spin up / spin down): -0.955 / -1.292 eV

Positions of all 62 atoms, in Å:
Mo 0.753 0.197 0.589
S 3.008 1.262 1.160
C 3.398 -0.037 0.105
N 2.387 -0.808 -0.252
C 2.752 -1.815 -1.138
C 1.909 -2.760 -1.711
C 2.460 -3.679 -2.583
C 3.826 -3.665 -2.880
C 4.668 -2.726 -2.313
C 4.116 -1.796 -1.441
S 4.908 -0.485 -0.599
H 0.856 -2.754 -1.464
H 1.825 -4.424 -3.045
H 4.230 -4.397 -3.565
H 5.724 -2.714 -2.546
O 1.224 3.795 -0.050
H 2.066 3.545 0.355
H 1.203 4.757 -0.059
N 0.731 1.261 -1.423
C -0.562 1.168 -2.064
C -1.574 2.036 -1.688
C -2.831 1.911 -2.274
C -3.058 0.953 -3.249
C -2.023 0.111 -3.641
C -0.782 0.199 -3.035
S -4.697 0.736 -3.972
O -4.835 -0.721 -4.007
O -4.624 1.348 -5.277
O -5.580 1.376 -3.010
H 0.939 2.235 -1.191
H 1.457 0.927 -2.050
H -1.378 2.808 -0.951
H -3.645 2.568 -1.995
H -2.206 -0.622 -4.416
H 0.026 -0.462 -3.332
O -0.579 -1.280 -0.011
N -1.915 -1.403 0.023
C -2.702 -0.442 0.519
C -4.070 -0.595 0.526
C -4.631 -1.747 -0.003
C -3.783 -2.755 -0.456
C -2.428 -2.555 -0.446
H -2.201 0.436 0.895
H -4.686 0.218 0.882
H -5.699 -1.892 0.016
H -4.172 -3.674 -0.867
H -1.695 -3.269 -0.788
C -0.080 0.339 2.572
C 0.754 0.867 3.675
C 1.300 0.008 4.632
C 2.143 0.479 5.619
C 2.459 1.836 5.677
C 1.911 2.710 4.741
C 1.069 2.226 3.758
C 3.343 2.329 6.696
N 4.052 2.727 7.509
H -0.750 1.159 2.207
H -0.733 -0.485 2.865
H 1.067 -1.049 4.590
H 2.564 -0.198 6.350
H 2.146 3.764 4.794
H 0.645 2.915 3.035

# 4
Molecular formula: C11H24N2O4S
Method: DFT, ωB97M-V/def2-TZVPD

Properties
* total charge: 0
* E_tot: -1241.97463 Eh
* highest occupied orbital energy: -0.239 Eh
* LUMO energy: 0.651 eV

Positions of all 42 atoms, in Å:
C 3.100 -0.545 -1.511
C 2.430 0.439 -0.563
C 1.962 -1.539 -1.864
C 1.305 -2.162 -0.534
C 0.793 -0.971 -2.710
C -0.167 -1.992 -3.383
C -0.336 1.245 1.178
C -0.701 -0.185 1.166
C -1.596 2.127 1.377
C -2.650 1.583 2.424
C -4.876 2.092 3.809
H 4.278 -2.168 -1.193
H 5.062 -0.757 -0.953
H 3.385 0.023 -2.416
H 2.412 -2.350 -2.411
H 1.089 -1.479 0.071
H 2.043 -2.704 -0.031
H 0.540 -2.798 -0.682
H 1.143 -0.287 -3.462
H 0.133 -0.431 -2.074
H -0.377 -2.659 -2.752
H -0.953 -1.450 -3.614
H 0.127 -2.433 -4.253
H 3.182 -0.476 0.588
H 0.751 2.435 -0.168
H -0.393 1.503 -0.927
H 0.389 1.353 1.871
H -1.374 3.126 1.488
H -2.128 2.044 0.433
H -2.994 0.723 2.124
H -2.304 1.485 3.317
H -5.726 2.657 4.158
H -5.150 1.120 3.601
H -4.148 2.193 4.531
H -1.116 -1.774 0.293
N 4.188 -1.267 -0.855
N 0.227 1.551 -0.150
O 1.794 1.381 -1.110
O 2.480 0.222 0.715
O -0.740 -0.819 2.178
O -0.919 -0.807 0.018
S -4.167 2.751 2.274

# 5
Molecular formula: C26H39N3O2SSi3Tc
Method: DFT, ωB97M-V/def2-TZVPD

Properties
* total charge: +2
* 2S+1: 2
* E_tot: -2675.88164 Eh
* highest occupied orbital energy (spin up / spin down): -0.536 / -0.536 Eh
* ⟨S²⟩: 0.7553
* LUMO energy (spin up / spin down): -7.140 / -7.322 eV

Positions of all 75 atoms, in Å:
Tc 0.496 -0.122 0.365
C 7.114 -3.771 -2.000
C 6.034 -2.751 -1.803
C 6.255 -1.405 -2.076
C 5.255 -0.462 -1.896
C 4.017 -0.890 -1.436
C 3.763 -2.232 -1.150
C 4.773 -3.148 -1.337
S 2.798 0.312 -1.217
O 3.253 1.617 -1.551
O 2.405 0.209 0.311
N 1.452 -0.194 -1.845
C 0.482 0.747 -2.217
C 0.332 1.336 -3.455
C -0.767 2.160 -3.648
C -1.684 2.347 -2.621
C -1.468 1.731 -1.406
N -0.386 0.967 -1.211
H 8.037 -3.314 -2.348
H 6.804 -4.519 -2.731
H 7.320 -4.296 -1.066
H 7.224 -1.085 -2.435
H 5.430 0.584 -2.107
H 2.794 -2.553 -0.789
H 4.593 -4.194 -1.121
H 1.053 1.140 -4.234
H -0.916 2.644 -4.604
H -2.559 2.966 -2.756
H -2.146 1.842 -0.576
C 2.504 0.579 3.311
Si 0.999 -0.511 3.184
C 1.477 -2.162 2.416
C 0.356 -0.745 4.919
C -0.482 0.242 1.977
Si -0.763 2.120 2.482
C -0.838 2.220 4.339
C -2.338 2.886 1.808
C 0.646 3.120 1.772
Si -1.969 -0.992 1.997
C -2.312 -1.968 3.540
C -3.566 -0.243 1.411
C -1.465 -2.243 0.658
C -2.139 -3.436 0.444
C -1.785 -4.267 -0.609
C -0.758 -3.872 -1.450
C -0.113 -2.676 -1.210
N -0.447 -1.892 -0.172
H 3.342 -0.081 3.557
H 2.389 1.277 4.142
H 2.789 1.135 2.424
H 2.214 -2.589 3.105
H 1.984 -2.113 1.448
H 0.648 -2.867 2.339
H 0.799 -1.669 5.303
H -0.717 -0.811 5.051
H 0.726 0.070 5.539
H -1.592 1.551 4.761
H -1.133 3.240 4.596
H 0.111 2.023 4.836
H -3.182 2.229 1.615
H -2.130 3.469 0.909
H -2.671 3.601 2.566
H 1.585 3.010 2.310
H 0.363 4.174 1.828
H 0.831 2.907 0.713
H -2.676 -1.338 4.352
H -1.477 -2.565 3.903
H -3.128 -2.653 3.289
H -3.958 0.485 2.123
H -4.305 -1.044 1.331
H -3.486 0.227 0.431
H -2.948 -3.713 1.107
H -2.306 -5.200 -0.773
H -0.452 -4.475 -2.293
H 0.682 -2.318 -1.847

# 6
Molecular formula: C3H3IO
Method: DFT, ωB97M-V/def2-TZVPD

Properties
* total charge: 0
* E_tot: -488.96022 Eh
* SMILES string: O=C/C=C/I
* highest occupied orbital energy: -0.344 Eh
* LUMO energy: -0.172 eV

Positions of all 8 atoms, in Å:
O 1.038 -1.248 0.080
C 1.308 -0.097 -0.020
C 0.046 0.611 -0.129
C -1.008 -0.181 0.008
I -3.050 0.254 0.021
H 2.353 0.321 0.172
H 0.062 1.630 -0.290
H -0.748 -1.290 0.158